[1]
This record from the Open Molecules 2025 dataset describes C30H50ClNOPPb as an isolated structure at a distorted geometry. The level of theory is wB97M-V/def2-TZVPD.

Each line ends with the Löwdin spin population.
Element x y z (Å)
Pb: 1.93710 0.16647 3.40448  0.590
Cl: -0.24198 -0.51483 4.31522  0.076
P: -0.16501 0.08621 -0.92138  0.011
O: 0.68643 1.97277 2.90442  0.042
N: 0.72088 2.78464 4.03100  0.057
C: -0.80676 1.82695 -0.79056  0.002
C: -0.34882 3.49551 6.00918  0.030
C: -0.97473 -2.58035 -4.59819  0.000
C: -1.47973 -2.72972 0.90256  0.005
C: -0.44907 -3.76656 1.07837  -0.013
C: -2.15429 -3.40186 3.36554  0.001
C: -2.34125 1.75426 -0.86204  0.000
C: 2.20341 0.61767 -2.52031  0.001
C: 0.90293 3.78411 6.57048  0.002
C: 1.72489 0.29861 -1.09257  0.006
C: -0.43455 3.04217 4.70180  -0.004
C: 2.06348 3.61920 5.81023  0.035
C: -1.15906 -4.56332 3.41851  0.000
C: -2.98805 3.13740 -0.76131  0.000
C: 3.69296 1.03563 -2.57738  0.000
C: 4.11340 -0.45365 -0.55340  0.003
C: -0.88704 4.20007 -1.73583  0.000
C: -1.58883 -1.17267 -4.58324  0.000
C: -0.04432 -4.35077 2.37659  -0.003
C: -0.22423 2.82240 -1.81515  0.001
C: -0.85345 -0.20641 -3.65224  0.000
C: -0.02653 -2.22840 -2.30574  0.000
C: 4.62849 0.03238 -1.90852  0.000
C: -0.79936 -0.89041 -2.28895  0.000
C: -2.60892 -3.07667 1.93141  0.001
C: 1.95112 3.16020 4.49625  0.043
C: -0.89452 -1.16221 0.37444  0.024
C: 2.61661 -0.84530 -0.56446  0.021
C: -2.41897 4.14153 -1.76894  0.000
C: -0.77950 -3.18898 -3.21389  0.000
H: 0.15873 -4.04230 0.22697  -0.001
H: -1.60786 -3.23907 -5.19245  0.000
H: -1.60051 -0.74085 -5.58668  0.000
H: 0.15999 0.03049 -4.01108  0.000
H: 0.49045 -5.30474 2.23897  0.000
H: -1.86692 -1.13772 -2.05868  0.000
H: 2.49757 -1.71266 -1.23226  0.000
H: 1.90628 1.19969 -0.46906  0.003
H: -1.35917 2.77211 4.20719  0.000
H: 3.05388 3.81199 6.19552  0.001
H: 4.27429 0.33191 0.20109  0.002
H: 1.61019 1.41432 -2.99021  0.000
H: -2.82911 3.51740 0.25591  0.000
H: 0.72068 -3.69457 2.84401  0.000
H: -1.40289 0.74420 -3.55785  0.000
H: -1.66622 -2.52436 3.79939  0.000
H: -3.21381 -3.95411 1.61428  0.000
H: 5.61880 0.47755 -1.78412  0.000
H: -3.31362 -2.24066 1.95621  0.000
H: 0.18549 -1.28205 0.78489  0.011
H: -3.01686 -3.61254 4.02206  0.000
H: -1.68818 -5.48579 3.17784  0.000
H: -0.75539 -4.67373 4.43509  0.000
H: 4.76090 -0.83109 -2.56795  0.000
H: -2.63291 1.28035 -1.81348  0.000
H: 2.08276 -0.27400 -3.15418  0.000
H: -0.47948 2.14787 0.21985  0.000
H: -1.53065 -0.61381 1.10607  0.000
H: 3.80362 2.02150 -2.10350  0.000
H: -0.57027 4.68928 -0.80589  0.000
H: 2.33455 -1.19392 0.44607  0.031
H: 0.96964 4.12580 7.60299  -0.001
H: 1.00641 -2.06757 -2.65903  0.000
H: -0.00324 -2.53178 -5.10042  0.000
H: -2.63245 -1.23736 -4.24406  0.000
H: 0.04168 -2.64418 -1.28885  0.000
H: -2.75209 3.87102 -2.77955  0.000
H: -0.22204 -4.12747 -3.26597  0.000
H: -1.94642 -2.63546 -0.08333  0.001
H: -2.82555 5.13814 -1.56252  0.000
H: 0.85676 2.94333 -1.65798  0.000
H: -2.72384 1.10618 -0.06067  0.000
H: 4.70070 -1.32098 -0.22349  0.000
H: 2.79857 3.05142 3.81879  0.017
H: -0.52156 4.82479 -2.55761  0.000
H: 3.98398 1.17176 -3.62691  0.000
H: -1.26136 3.58518 6.59108  0.002
H: -0.35452 2.41843 -2.83151  0.000
H: -1.74629 -3.41800 -2.74696  0.000
H: -4.06546 3.02004 -0.90443  0.000

The energy above the lowest of the compared OMol25 structures with the same formula, charge and spin comes out at 59.0 kcal/mol. Its spin multiplicity is 2. The value obtained for the calculated total energy is -2297.23544 Ha. Its expectation value of S² is 0.7564. As for the gap between HOMO and LUMO (spin up / spin down): 3.5 / 3.7 eV. The value obtained for the LUMO energy (spin up / spin down) is -0.636 / -0.558 eV.

[2]
This record from the Open Molecules 2025 dataset describes C30H50N7O3PPt as an isolated structure at a distorted geometry. The level of theory is wB97M-V/def2-TZVPD.

Each line ends with the Löwdin spin population.
Element x y z (Å)
Pt: 0.26530 -0.08232 0.19640  1.323
P: 0.23941 -2.42561 -0.23839  0.066
O: 0.09328 2.23078 0.32565  0.060
O: -2.35907 -1.16772 2.26631  -0.002
O: -1.94007 1.06628 -1.65317  -0.002
N: 2.61521 0.53240 0.47082  0.090
N: -0.13724 0.38906 2.37526  0.118
N: -2.08927 -0.00976 0.32437  0.108
N: 0.98071 0.41087 -2.01968  0.028
N: 0.12941 4.72055 -3.57598  -0.002
N: 0.03446 3.15185 -0.54885  0.013
N: -4.20763 -0.30515 1.31550  0.004
C: -2.64676 0.66690 -0.74016  0.005
C: 2.16772 0.04084 3.30807  0.001
C: -5.04072 -0.85570 2.36969  0.001
C: -2.83753 -0.50506 1.33258  0.010
C: 3.63787 -4.85862 0.39711  0.000
C: 0.68723 1.52957 -2.14774  0.072
C: -0.91083 -1.84850 -2.72985  0.003
C: 2.99449 1.56555 1.44429  0.009
C: -1.66027 -2.39088 -3.95484  0.000
C: 0.25060 -4.36849 3.47892  0.000
C: 2.72686 -5.48782 -0.64952  0.000
C: -3.41389 -2.80116 -2.21828  0.000
C: 0.29967 2.85489 -1.80610  0.009
C: -1.30620 -5.61248 1.96056  0.001
C: 1.94507 -4.46378 -1.49974  0.005
C: 0.51110 -3.24547 2.46218  0.000
C: 0.83512 0.78078 3.40616  0.014
C: -4.80144 0.38512 0.28945  -0.001
C: -2.40025 -3.09267 -1.10796  0.000
C: 0.19598 3.89418 -2.78082  0.001
C: -4.08976 0.88511 -0.72189  0.004
C: 3.08084 -2.52189 -0.21865  0.001
C: -1.16490 -4.90709 3.31722  0.000
C: -0.94700 -2.86306 -1.58219  0.015
C: -2.86538 -3.25543 -3.56300  0.000
C: 1.83030 -2.99769 -0.99165  0.015
C: 4.19918 -3.55310 -0.13631  0.000
C: -0.38093 -4.98799 0.90528  0.003
C: 3.29428 0.93204 2.79119  0.000
C: -0.27110 -3.48096 1.16116  0.008
H: 2.03904 -0.81606 2.64334  -0.001
H: 3.49345 1.73508 3.50585  0.000
H: -5.69596 -0.07684 2.75919  0.000
H: 1.78749 -2.38604 -1.90243  0.001
H: 2.16819 2.27431 1.50607  0.001
H: -3.62986 -3.21577 -4.33985  0.000
H: -4.54580 1.43435 -1.52817  0.001
H: 4.99637 -3.17180 0.50509  0.000
H: -4.35912 -3.29663 -1.98463  0.000
H: -1.27760 -3.09074 1.34098  0.000
H: 2.72686 0.87585 -0.47984  0.000
H: -1.42192 -5.58988 4.12820  0.000
H: -1.35362 -0.90848 -2.39105  0.001
H: 4.64697 -3.71575 -1.12163  0.000
H: 3.44599 -1.61185 -0.69547  0.000
H: 3.08122 -4.65050 1.31715  0.000
H: -1.07333 -6.67530 2.06332  0.000
H: 0.19258 -2.29379 2.88828  0.000
H: 4.22080 0.35099 2.72646  0.000
H: -5.64663 -1.67878 1.98840  0.000
H: -2.34242 -5.55153 1.61916  0.000
H: 0.11475 -1.59936 -3.00769  0.000
H: -0.74998 -5.21548 -0.09297  0.000
H: 4.43058 -5.55663 0.66898  0.000
H: 2.44217 -4.40110 -2.47064  0.001
H: -0.57982 -3.81585 -1.98076  0.003
H: -0.75662 1.17377 2.18343  0.002
H: -1.86657 -4.07082 3.37784  0.000
H: 0.38370 0.63550 4.39282  0.005
H: 0.95985 -4.86785 -1.72286  0.000
H: 3.23075 -0.26763 0.55764  0.001
H: 2.80686 -2.26006 0.80791  0.000
H: -2.56741 -4.30645 -3.48199  0.000
H: -3.62967 -1.72974 -2.25462  0.000
H: -0.97836 -2.96519 -4.58703  0.000
H: 2.05480 -6.20748 -0.18393  0.000
H: 1.58488 -3.16235 2.27470  0.000
H: -2.50989 -4.12886 -0.77944  0.000
H: -5.87535 0.49348 0.36676  0.000
H: -1.99849 -1.54266 -4.55382  0.000
H: 2.44802 -0.36730 4.27992  0.000
H: -4.39716 -1.22346 3.16356  0.000
H: 3.34725 -6.07198 -1.33387  0.000
H: 0.96688 -5.18312 3.33120  0.000
H: -0.74996 -0.37934 2.67076  0.000
H: -2.62316 -2.47729 -0.24914  0.000
H: 0.41877 -3.99421 4.49016  0.000
H: 1.00074 1.85348 3.29784  0.000
H: 0.61030 -5.43217 0.97434  0.000
H: 3.87554 2.12355 1.10389  0.004

The energy above the lowest of the compared OMol25 structures with the same formula, charge and spin comes out at 0.0 kcal/mol. Its spin multiplicity is 3. The value obtained for the calculated total energy is -2242.78086 Ha. Its expectation value of S² is 2.0085. As for the gap between HOMO and LUMO (spin up / spin down): 7.4 / 8.2 eV. The value obtained for the LUMO energy (spin up / spin down) is 0.311 / -0.214 eV.